(1)
Density functional theory data (wB97M-V/def2-TZVPD) for a 2-piece molecular cluster, C3H8N3P overall.

The geometry in XYZ format:
```
15
Properties=species:S:1:pos:R:3:forces:R:3:nbo_charge:R:1
C 0.0433 1.6013 -1.0291 -2.283 6.971 0.039 -0.322
C 1.0396 0.7146 -1.3546 5.701 -4.394 -1.972 -0.153
C 0.8872 -0.7788 -1.3099 -1.004 0.905 1.869 -0.679
N 0.5536 1.4081 2.7464 1.034 0.939 0.001 -0.057
N -0.2170 0.7703 2.2593 -0.075 -0.761 0.726 0.253
N -1.1653 0.1133 1.8915 -1.319 -1.031 -0.981 -0.617
P -1.0152 -1.6120 1.5172 0.998 0.937 -0.898 0.510
H 0.2520 2.7059 -1.3187 -0.775 -2.006 0.819 0.168
H -0.8648 1.3499 -0.6142 -1.887 -0.489 0.666 0.166
H 1.8073 1.0881 -2.0858 -0.793 -0.581 0.686 0.160
H 0.0795 -1.1576 -0.5551 1.488 0.719 -1.899 0.194
H 1.8161 -1.2541 -1.0668 0.722 -0.278 0.607 0.230
H 0.7720 -1.1072 -2.3120 -0.985 -0.721 -1.175 0.225
H -2.1863 -1.7564 0.7527 0.089 0.469 -0.676 -0.025
H -1.8019 -2.0854 2.4793 -0.910 -0.680 2.187 -0.054
```
Forces are in eV/Å.

Results
⟨S²⟩: 2.006
Orbital gap (alpha / beta) (eV): 6.2 / 7.9
Spin multiplicity: 3
Energy above the lowest of the compared OMol25 structures with the same formula, charge and spin (eV): 3.1227

=====

(2)
Density functional theory data (wB97M-V/def2-TZVPD) for a 14-piece molecular cluster, C51H74O42 overall.

The geometry in XYZ format:
```
167
Properties=species:S:1:pos:R:3:forces:R:3:lowdin_charge:R:1
C -16.9201 -20.4247 -9.6081 0.202 -2.721 -0.585 -0.140
C -15.9361 -19.6970 -10.5060 -0.616 -0.375 0.891 -0.104
O -16.4766 -18.3830 -10.3218 0.223 0.759 -0.022 0.050
C -17.7915 -18.4597 -9.9314 -1.080 2.419 -1.697 -0.558
O -18.5828 -17.5422 -10.0300 1.567 -1.277 0.594 0.127
O -18.1133 -19.6937 -9.6076 -0.182 0.317 0.517 0.088
H -16.5073 -20.5282 -8.6046 -0.184 0.091 0.082 0.137
H -17.2292 -21.3963 -9.9935 0.479 -0.235 0.214 0.140
H -15.8655 -19.9657 -11.5600 -0.579 0.067 -0.031 0.132
H -14.9521 -19.9009 -10.0838 0.163 0.942 0.038 0.130
C -23.4508 -13.1554 -14.0415 -0.325 0.883 -0.557 -0.137
C -24.8705 -12.6392 -14.0888 0.243 0.714 1.469 -0.121
O -25.5942 -13.6499 -14.7992 -1.298 1.567 1.501 0.101
C -24.7486 -14.4002 -15.4629 1.127 -0.467 -1.495 -0.586
O -25.0337 -15.1841 -16.3178 0.194 0.187 0.736 0.167
O -23.4727 -14.0675 -15.1195 0.862 -0.773 -0.304 0.059
H -23.1132 -13.6022 -13.1064 -0.234 -0.289 -0.123 0.132
H -22.8529 -12.2688 -14.2527 0.682 -0.477 -0.190 0.128
H -24.9106 -11.6330 -14.5061 -0.262 -0.392 -1.107 0.128
H -25.1584 -12.3964 -13.0659 -0.986 -0.957 0.084 0.130
C -20.4949 -25.9831 -5.4644 -0.334 0.673 0.890 -0.105
C -20.3657 -24.4718 -5.4753 -0.009 -0.212 -0.559 -0.085
O -21.1013 -24.1742 -6.6827 2.184 4.259 1.794 0.105
C -21.7914 -25.1590 -7.1002 -0.545 -1.289 -2.307 -0.698
O -22.4692 -25.1405 -8.0745 -1.106 0.151 -0.497 0.161
O -21.5082 -26.2432 -6.4338 0.480 -2.484 1.604 0.094
H -20.8805 -26.2164 -4.4719 0.365 -0.945 -0.189 0.132
H -19.5158 -26.3840 -5.7266 -0.471 -0.747 0.002 0.136
H -19.3085 -24.2124 -5.5324 -0.239 0.483 -0.468 0.131
H -20.7867 -23.9849 -4.5957 -0.321 0.118 -0.297 0.128
C -11.9976 -26.0634 -7.5837 -0.074 -1.980 -1.575 -0.160
C -12.4565 -26.9068 -6.3971 2.078 0.334 -1.048 -0.094
O -12.7590 -25.8445 -5.5301 0.599 -3.042 4.126 0.113
C -13.0402 -24.7792 -6.1328 -3.707 3.799 -3.369 -0.598
O -13.6691 -23.8243 -5.7488 1.329 -0.693 0.452 0.146
O -12.8463 -24.9443 -7.5038 0.764 0.024 0.410 0.059
H -12.1305 -26.7416 -8.4267 -0.691 0.691 -0.723 0.127
H -10.9542 -25.7765 -7.7138 0.165 0.146 0.986 0.134
H -11.6303 -27.5319 -6.0584 -0.108 0.232 0.594 0.135
H -13.2877 -27.5750 -6.6225 -0.394 0.522 0.130 0.138
C -8.4724 -18.0637 -8.1312 -0.066 0.213 0.678 -0.105
C -8.2755 -19.3497 -8.8323 0.086 -1.203 -2.915 -0.156
O -8.2747 -20.3675 -7.8770 0.553 -0.859 -0.584 0.083
C -8.5244 -19.8507 -6.6865 0.506 -1.472 1.015 -0.600
O -8.6195 -20.5459 -5.7145 -0.212 1.151 -0.140 0.158
O -8.5509 -18.5311 -6.7904 -0.787 1.621 1.679 0.081
H -9.3894 -17.5652 -8.4454 0.068 0.171 0.331 0.137
H -7.6077 -17.4030 -8.1948 -0.207 0.089 -0.068 0.136
H -7.3613 -19.3306 -9.4256 0.227 -0.350 0.205 0.131
H -9.0637 -19.6626 -9.5171 -0.174 0.631 -0.227 0.136
C -20.0778 -26.9081 -15.3392 0.079 0.277 1.414 -0.002
C -20.2944 -26.9735 -13.7920 -0.800 0.030 -2.206 -0.291
C -20.2584 -28.3881 -13.2189 -1.006 0.012 -0.303 -0.080
O -19.3295 -28.2598 -12.1716 0.036 -2.118 0.829 0.104
C -18.8531 -27.0478 -12.1364 3.790 1.760 5.768 -0.624
O -18.1396 -26.5655 -11.2288 -1.699 -1.984 -2.439 0.090
O -19.2551 -26.3493 -13.1059 0.008 2.708 -2.669 0.127
H -21.0584 -26.9438 -15.8137 0.226 -0.140 -0.236 0.084
H -19.4047 -27.6985 -15.6711 -0.219 -0.107 -0.074 0.080
H -19.5828 -25.9619 -15.5580 -0.241 0.081 -0.119 0.084
H -21.1612 -26.3632 -13.5383 -0.406 -0.473 -0.019 0.158
H -19.9404 -29.1190 -13.9624 0.228 -0.026 0.142 0.131
H -21.2105 -28.7092 -12.7965 0.011 0.005 -0.049 0.138
C -15.4724 -16.8669 -3.8511 -0.255 -0.358 -1.038 -0.016
C -14.0166 -16.4977 -3.9391 0.332 -0.097 1.331 -0.305
C -13.5771 -15.0666 -3.6641 -2.670 1.441 -1.420 -0.134
O -12.6328 -15.1031 -2.6790 1.473 1.131 0.025 0.103
C -12.5112 -16.3264 -2.2338 2.789 -1.528 1.648 -0.576
O -11.6407 -16.6279 -1.4406 -1.826 -0.089 -0.874 0.137
O -13.3802 -17.1385 -2.8389 0.535 -1.374 0.661 0.088
H -15.6580 -17.9274 -4.0215 0.539 -0.183 -0.181 0.084
H -15.9759 -16.3809 -4.6868 -0.484 0.335 0.372 0.089
H -15.9153 -16.7197 -2.8661 0.133 0.773 -0.146 0.097
H -13.4812 -16.7655 -4.8500 -0.488 -0.693 -0.143 0.155
H -14.3363 -14.4132 -3.2342 -0.609 -0.026 -0.646 0.142
H -13.2540 -14.6991 -4.6381 0.522 0.681 0.416 0.137
C -17.3808 -19.6688 -17.0832 -1.409 -0.957 -2.104 0.005
C -18.4457 -19.5438 -18.2749 0.388 -1.216 3.183 -0.322
C -19.2870 -18.3074 -18.3084 0.557 1.264 -0.553 -0.093
O -18.7425 -17.6939 -19.4708 -0.759 2.131 -0.564 0.069
C -18.1248 -18.5706 -20.2508 0.370 -0.667 -0.256 -0.577
O -17.9257 -18.4818 -21.4191 0.162 0.334 0.148 0.171
O -17.7353 -19.6194 -19.4878 -0.537 -0.293 -0.353 0.088
H -17.8709 -19.8031 -16.1189 0.145 0.645 0.027 0.079
H -16.6126 -18.9053 -17.2056 -0.273 0.178 0.484 0.085
H -16.9154 -20.6308 -17.2984 0.287 -0.003 0.126 0.073
H -19.2494 -20.2759 -18.1968 0.855 -1.177 -0.095 0.147
H -19.1758 -17.6609 -17.4379 0.169 0.095 -0.145 0.137
H -20.3519 -18.4445 -18.4967 0.033 -0.334 0.123 0.138
C -20.6948 -9.1822 -5.2995 -0.611 -0.917 0.131 -0.015
C -20.6753 -10.7103 -5.6671 0.157 2.272 0.034 -0.301
C -19.3341 -11.2579 -6.0828 0.098 -0.438 0.055 -0.117
O -18.8703 -11.9658 -4.9453 -0.592 0.115 2.035 0.041
C -19.9028 -12.0767 -4.0093 0.621 -2.921 1.290 -0.457
O -19.8718 -12.8381 -3.0229 -0.035 3.229 -3.444 0.103
O -20.9758 -11.3772 -4.4457 0.081 -0.892 0.323 0.074
H -20.4852 -8.4800 -6.1064 0.193 -0.292 -0.109 0.081
H -20.0745 -8.9832 -4.4256 0.423 -0.107 -0.232 0.089
H -21.7003 -8.9700 -4.9361 -0.149 0.040 -0.171 0.079
H -21.3663 -10.9063 -6.4870 -0.579 -0.191 0.572 0.150
H -18.6887 -10.4255 -6.3631 0.384 -0.392 -0.016 0.135
H -19.4118 -12.0378 -6.8404 0.011 0.457 -0.468 0.136
C -26.9411 -19.9928 -11.2223 -0.495 -0.110 0.971 -0.023
C -25.7385 -19.4858 -11.9422 -0.113 -0.381 0.706 -0.344
C -24.3740 -19.6817 -11.3065 0.010 1.814 -0.105 -0.070
O -23.5617 -19.8494 -12.4812 0.487 -0.512 0.103 0.069
C -24.3397 -20.3746 -13.4418 1.588 -2.245 -2.249 -0.554
O -23.9493 -20.9001 -14.4804 -0.795 1.618 2.338 0.123
O -25.5904 -20.3769 -13.0168 -0.998 -0.232 -1.884 0.084
H -27.2626 -19.2910 -10.4528 -0.199 0.001 -0.071 0.091
H -26.7460 -20.9483 -10.7354 0.289 -0.007 0.081 0.090
H -27.7504 -20.2218 -11.9156 -0.015 0.479 -0.061 0.094
H -25.8634 -18.4597 -12.2881 -0.044 0.045 -0.238 0.161
H -24.3966 -20.5113 -10.5998 0.535 -0.204 -0.260 0.140
H -23.9707 -18.7552 -10.8977 -0.219 -0.282 0.648 0.139
C -6.9252 -22.5202 -15.3457 -0.390 0.060 0.235 -0.014
C -7.6046 -23.7953 -14.8408 3.178 0.307 -1.073 -0.342
C -7.4735 -24.0197 -13.3409 1.451 -0.474 -0.376 -0.130
O -8.7805 -24.0516 -12.9472 -1.904 -0.204 1.312 0.076
C -9.6336 -23.8927 -13.9776 -4.377 0.423 2.502 -0.512
O -10.8577 -23.8012 -13.7628 4.030 -0.417 -1.566 0.111
O -8.9554 -23.8205 -15.1022 -1.858 0.363 -0.997 0.125
H -5.8492 -22.5761 -15.1805 -0.009 -0.085 0.123 0.088
H -7.3185 -21.6699 -14.7886 0.047 0.146 -0.015 0.091
H -7.0783 -22.3356 -16.4090 -0.156 -0.189 0.030 0.084
H -7.1645 -24.6323 -15.3828 0.018 -0.123 0.003 0.152
H -6.9369 -23.2786 -12.7485 0.049 0.331 -0.379 0.139
H -6.9831 -24.9767 -13.1625 -0.081 -0.137 0.204 0.134
C -23.0058 -17.4908 -5.2812 -2.878 -0.347 1.658 0.021
C -24.5284 -17.1821 -4.9515 -0.024 -1.124 -2.286 -0.326
C -24.8530 -16.6751 -3.6192 2.039 0.855 2.507 -0.141
O -25.6816 -15.5768 -3.8158 -0.870 0.061 1.708 0.110
C -25.6283 -15.2011 -5.0476 -1.497 3.298 -3.678 -0.525
O -26.0950 -14.1157 -5.4279 1.589 -3.424 0.497 0.105
O -25.0459 -16.1869 -5.8497 -0.425 1.972 1.049 0.067
H -23.0156 -18.2230 -6.0886 0.665 0.425 -0.049 0.082
H -22.7430 -17.9508 -4.3287 0.750 -0.459 -0.217 0.076
H -22.4277 -16.5702 -5.3612 -0.171 -0.163 -0.498 0.092
H -25.2621 -17.9837 -5.0359 0.813 -0.979 -0.864 0.152
H -23.9306 -16.2769 -3.1964 0.164 0.026 0.551 0.139
H -25.2814 -17.3541 -2.8820 -0.129 -0.124 -0.392 0.149
C -11.6279 -17.4044 -18.8253 0.053 0.139 -0.641 -0.031
C -10.5115 -17.4712 -17.8589 0.574 0.145 1.717 -0.302
C -9.7469 -16.1860 -17.5287 0.324 1.393 -2.209 -0.114
O -9.7290 -16.0251 -16.1483 0.099 -0.088 0.911 0.096
C -10.5574 -16.9156 -15.6227 -1.442 -2.063 3.369 -0.557
O -10.8426 -17.0748 -14.4423 0.943 1.118 -2.246 0.120
O -11.0623 -17.7674 -16.5358 0.292 0.446 -0.757 0.076
H -11.9774 -18.4367 -18.8120 -0.794 0.325 -0.511 0.098
H -11.2610 -17.1160 -19.8104 0.154 -0.403 -0.178 0.094
H -12.3708 -16.6387 -18.6018 -0.166 -0.351 0.447 0.098
H -9.8905 -18.3353 -18.0951 0.358 0.228 -0.080 0.153
H -10.2332 -15.3089 -17.9556 -0.685 -0.003 -0.021 0.131
H -8.7483 -16.0248 -17.9348 0.288 -0.899 0.199 0.136
C -15.4193 -12.7504 -14.9444 -0.317 0.946 2.153 -0.001
C -15.5209 -11.8843 -13.6477 -0.871 -0.553 0.027 -0.312
C -16.6584 -12.2505 -12.6599 -0.057 0.620 -0.372 -0.068
O -15.9693 -12.4229 -11.4020 -1.449 -0.289 0.498 0.072
C -14.6438 -12.4568 -11.5744 0.627 -1.140 0.335 -0.571
O -13.7959 -12.7947 -10.7836 -1.440 0.853 -0.752 0.149
O -14.4157 -12.1617 -12.8420 2.874 0.208 -0.874 0.070
H -15.2820 -13.7693 -14.5821 0.128 -0.086 -0.327 0.090
H -14.5323 -12.3740 -15.4539 -0.375 -0.317 -0.526 0.085
H -16.3852 -12.6743 -15.4437 0.358 0.069 -0.551 0.084
H -15.4958 -10.8133 -13.8487 -0.170 0.012 -0.254 0.148
H -17.2276 -13.1170 -12.9966 0.423 -0.547 0.454 0.128
H -17.4140 -11.4717 -12.5570 0.276 0.217 0.212 0.125
```
Forces are in eV/Å.

Results
Orbital gap (eV): 10.2
Spin multiplicity: 1
Energy above the lowest of the compared OMol25 structures with the same formula, charge and spin (eV): 8.8713

=====

(3)
Density functional theory data (wB97M-V/def2-TZVPD) for a 2-piece molecular cluster, C6H11NO overall.

The geometry in XYZ format:
```
19
Properties=species:S:1:pos:R:3:forces:R:3:nbo_charge:R:1
C -3.0822 0.5898 0.2654 0.351 -0.503 0.516 0.017
C -1.8241 0.2051 -0.2146 2.775 0.985 3.941 0.315
C 1.4934 -1.6332 -0.0481 -2.512 1.890 -0.983 -0.615
C -0.2218 1.1403 0.7684 -2.472 -1.698 -4.152 -0.363
C 1.9502 -0.0984 0.0098 3.085 -4.214 -1.152 -0.403
C 0.9771 0.9612 -0.1984 -1.224 1.459 2.298 -0.460
N -2.7238 -0.5281 0.7593 -0.406 1.117 -0.665 -0.325
O -1.6720 -0.2726 -1.4435 0.948 -3.397 -1.812 -0.714
H -3.7952 1.3747 0.2675 -0.933 0.187 0.271 0.204
H 1.1768 -1.9125 -1.1420 0.872 0.167 2.139 0.198
H 0.6058 -1.7901 0.6184 0.279 0.316 -0.722 0.202
H 2.2019 -2.2519 0.4413 1.107 -0.724 -0.353 0.213
H -0.7186 2.0911 0.6768 0.325 0.563 -0.024 0.194
H -0.2502 0.8208 1.7569 0.181 -0.984 1.612 0.194
H 2.8919 -0.1232 -0.6665 -1.903 0.678 -0.232 0.205
H 2.6149 -0.0485 0.8441 -0.494 0.613 1.739 0.207
H 1.4879 1.9006 -0.1869 0.479 0.769 -0.278 0.211
H 0.4256 0.8832 -1.0726 -0.247 -0.262 -2.327 0.228
H -1.5375 -1.3083 -1.4352 -0.210 3.038 0.183 0.492
```
Forces are in eV/Å.

Results
Orbital gap (eV): 9.6
Spin multiplicity: 1
Energy above the lowest of the compared OMol25 structures with the same formula, charge and spin (eV): 5.8418